Record 1
Here is a single C4H7NO molecule from the Open Molecules 2025 dataset. Energies are from the ωB97M-V functional and the def2-TZVPD basis.

DFT total energy: -286.54303 Eh
LUMO level: 0.92 eV
SMILES string: CN1C[C@H]1C=O
Charge: 0
ΔE to the lowest compared entry with this formula, charge and spin: 232.7 kJ/mol
HOMO-LUMO gap: 10.452 eV
Spin multiplicity: 1

```
13
Properties=species:S:1:pos:R:3:forces:R:3
C 0.1339 -0.0493 -1.7374 -0.1 0.1 -0.4
N 0.3097 -0.4980 -0.3643 0.2 0.0 0.1
C -0.8197 -0.9001 0.4223 -0.2 -0.1 0.2
C -0.1636 0.4160 0.6702 0.0 0.2 0.1
C 0.8613 0.6477 1.7327 0.1 0.2 -0.1
O 1.2224 1.7497 2.0721 -0.2 -0.6 0.0
H -0.6485 -0.6098 -2.2640 0.2 0.0 0.2
H 1.0798 -0.1909 -2.2651 -0.2 0.0 0.0
H -0.1304 1.0148 -1.7943 0.0 -0.2 0.0
H -1.8091 -0.8525 -0.0280 0.1 0.0 0.0
H -0.6606 -1.7472 1.0918 0.0 0.2 -0.1
H -0.7011 1.3039 0.3314 0.2 -0.1 0.1
H 1.3259 -0.2843 2.1327 -0.1 0.3 0.0
```
Forces are in eV/Å.



Record 2
Here is a single C4H7NO molecule from the Open Molecules 2025 dataset. Energies are from the ωB97M-V functional and the def2-TZVPD basis.

DFT total energy: -286.46571 Eh
LUMO level (spin up / spin down): -1.55 / -1.55 eV
Charge: 0
ΔE to the lowest compared entry with this formula, charge and spin: 435.7 kJ/mol
HOMO-LUMO gap (spin up / spin down): 7.640 / 7.645 eV
Spin multiplicity: 1

```
13
Properties=species:S:1:pos:R:3:forces:R:3
C -1.6935 -0.1729 0.4785 -0.1 0.0 0.0
C -0.1974 -0.4153 0.2801 0.0 -0.1 -0.1
C 0.2793 -0.2388 -1.0903 0.0 0.0 0.0
N 0.5326 0.7110 0.8451 0.2 0.0 0.0
C 1.7742 0.7444 0.3455 0.0 0.4 0.1
O 2.6625 1.5482 0.4947 -0.3 -0.3 -0.1
H -1.8799 -0.1009 1.5535 0.0 0.0 -0.2
H -2.2937 -0.9840 0.0562 0.1 0.1 0.1
H -1.9897 0.7766 0.0224 0.1 -0.1 0.1
H 0.0900 -1.3844 0.7057 -0.1 0.1 0.0
H 0.7519 -1.0046 -1.7009 0.0 0.1 0.1
H -0.0127 0.6740 -1.6024 0.0 -0.1 0.1
H 1.9764 -0.1534 -0.3880 0.0 0.0 0.0
```
Forces are in eV/Å.



Record 3
Here is a single C4H7NO molecule from the Open Molecules 2025 dataset. Energies are from the ωB97M-V functional and the def2-TZVPD basis.

DFT total energy: -286.48650 Eh
LUMO level: 0.31 eV
SMILES string: [O-]/C=C/[NH+]1CC1
Charge: 0
ΔE to the lowest compared entry with this formula, charge and spin: 381.1 kJ/mol
HOMO-LUMO gap: 7.599 eV
Spin multiplicity: 1

```
13
Properties=species:S:1:pos:R:3:forces:R:3
O -2.7630 -0.7841 1.4333 0.1 0.0 -0.1
C -1.8463 -0.4441 0.6851 0.1 0.0 0.0
C -0.5525 -0.0281 1.0302 -0.2 0.1 0.1
N 0.2408 0.5529 -0.0424 -0.1 0.2 -0.1
C 0.6706 -0.3172 -1.1606 0.0 -0.1 -0.2
C 1.6622 0.1684 -0.1848 0.2 0.0 0.1
H -2.0001 -0.4898 -0.4340 0.0 0.0 0.2
H -0.2482 0.2949 2.0180 0.0 -0.1 -0.1
H 0.0508 1.5187 -0.3231 0.1 -0.2 0.0
H 0.6438 0.1300 -2.1487 0.0 0.0 0.2
H 0.2823 -1.3239 -1.0601 0.1 0.2 0.0
H 1.9890 -0.4942 0.6082 -0.1 0.1 -0.1
H 2.3387 0.9666 -0.4740 -0.2 -0.1 0.1
```
Forces are in eV/Å.



Record 4
Here is a single C4H7NO molecule from the Open Molecules 2025 dataset. Energies are from the ωB97M-V functional and the def2-TZVPD basis.

DFT total energy: -286.53848 Eh
LUMO level (spin up / spin down): 0.34 / 0.34 eV
Charge: 0
ΔE to the lowest compared entry with this formula, charge and spin: 244.6 kJ/mol
HOMO-LUMO gap (spin up / spin down): 7.756 / 7.754 eV
Spin multiplicity: 1

```
13
Properties=species:S:1:pos:R:3:forces:R:3
C 1.5038 -0.8445 -0.3254 0.1 -0.1 -0.1
C 0.1871 -0.2861 0.0965 -0.2 0.1 0.0
C -1.2346 1.6082 -0.2832 -0.1 0.1 0.3
N -0.3197 0.7590 -0.6508 -0.3 0.3 0.0
C -0.6101 -0.8304 1.1311 0.1 0.1 -0.1
O -1.7220 -0.4386 1.5094 0.2 0.0 0.0
H 1.4837 -1.2383 -1.3512 0.1 0.0 0.1
H 2.3146 -0.1060 -0.2575 -0.1 -0.2 0.0
H 1.7549 -1.6739 0.3420 0.0 0.1 -0.2
H -1.6593 2.3610 -0.9303 0.3 -0.3 -0.4
H -1.5466 1.5604 0.7346 -0.3 -0.1 0.4
H 0.0001 0.8587 -1.6120 0.2 -0.2 0.2
H -0.1519 -1.7296 1.5968 -0.1 0.1 -0.1
```
Forces are in eV/Å.



Record 5
Here is a single C4H7NO molecule from the Open Molecules 2025 dataset. Energies are from the ωB97M-V functional and the def2-TZVPD basis.

DFT total energy: -286.45245 Eh
LUMO level: 1.00 eV
Charge: 0
ΔE to the lowest compared entry with this formula, charge and spin: 470.5 kJ/mol
HOMO-LUMO gap: 9.181 eV
Spin multiplicity: 1

```
13
Properties=species:S:1:pos:R:3:forces:R:3
C -1.1725 -0.6993 0.1588 -0.2 0.0 0.0
O -0.0865 -1.4511 -0.3122 0.0 0.0 0.1
C 1.0667 -0.7449 0.0784 0.2 0.1 0.0
C 0.7851 0.7582 -0.1087 0.4 -0.1 0.2
N -0.3913 1.1290 -1.3617 -0.2 0.0 0.3
C -0.8683 0.7764 -0.1810 -0.1 0.0 -0.1
H -1.3000 -0.8132 1.2505 0.0 0.0 -0.1
H -2.0799 -1.0418 -0.3453 0.1 0.1 0.0
H 1.3016 -0.9410 1.1394 0.0 0.0 -0.2
H 1.8988 -1.0905 -0.5393 -0.1 0.1 0.1
H 0.9398 1.3934 0.7745 -0.1 -0.1 -0.2
H 1.3692 1.2113 -0.9164 0.0 0.0 0.1
H -1.3268 1.5055 0.5251 0.1 -0.1 -0.2
```
Forces are in eV/Å.



Record 6
Here is a single C4H7NO molecule from the Open Molecules 2025 dataset. Energies are from the ωB97M-V functional and the def2-TZVPD basis.

DFT total energy: -286.44304 Eh
LUMO level: 0.86 eV
Charge: 0
ΔE to the lowest compared entry with this formula, charge and spin: 495.2 kJ/mol
HOMO-LUMO gap: 9.204 eV
Spin multiplicity: 1

```
13
Properties=species:S:1:pos:R:3:forces:R:3
O 1.4879 2.0081 0.4857 0.1 -0.6 -0.3
C 1.8712 0.9569 0.0290 -0.2 0.3 0.2
C 1.0396 -0.2869 -0.1709 -0.1 -0.1 0.0
C -0.3677 -0.3786 0.4479 0.2 -0.2 0.3
C -1.8019 -0.0629 -0.2628 -0.1 0.3 -0.1
N -1.0458 -1.5315 0.3266 0.1 0.1 0.2
H 2.9444 0.8164 -0.2415 -0.2 0.1 0.0
H 1.5865 -1.0519 0.4036 0.0 0.0 -0.2
H 1.1118 -0.6298 -1.2110 -0.2 0.1 0.1
H -0.3937 0.1899 1.3957 0.0 -0.1 -0.1
H -1.6654 0.3642 -1.2574 0.3 -0.1 0.2
H -2.3361 0.5752 0.4417 0.1 -0.1 -0.1
H -2.4309 -0.9691 -0.3865 0.1 0.0 -0.2
```
Forces are in eV/Å.



Record 7
Here is a molecular structure, C4H7NO in a non-equilibrium geometry from the Open Molecules 2025 dataset. Energies are from the ωB97M-V functional and the def2-TZVPD basis.

DFT total energy: -286.47901 Eh
LUMO level: 0.98 eV
Charge: 0
ΔE to the lowest compared entry with this formula, charge and spin: 400.7 kJ/mol
HOMO-LUMO gap: 9.819 eV
Spin multiplicity: 1

```
13
Properties=species:S:1:pos:R:3:forces:R:3
N 2.3700 -0.0596 0.4864 -0.6 0.4 -0.2
C 1.1490 0.1312 0.2268 0.7 -0.5 0.2
C 0.0288 -0.8474 0.5337 -0.2 -0.2 -0.1
C -1.1115 -0.5831 -0.4351 0.7 0.5 1.4
C -0.6574 1.3949 -0.4269 -3.3 -4.0 -2.3
O 0.6601 1.2452 -0.4359 1.9 0.1 0.2
H 2.9311 0.7513 0.2082 -0.1 -0.2 0.0
H 0.4255 -1.8646 0.4739 0.1 0.2 0.0
H -0.2983 -0.6785 1.5689 0.0 0.0 -0.2
H -2.1052 -0.7982 -0.0338 0.2 0.3 -0.1
H -0.9662 -1.1004 -1.3916 0.0 0.5 0.0
H -1.1555 1.5643 0.4987 -0.3 0.4 0.6
H -1.2704 0.8449 -1.2734 0.9 2.4 0.5
```
Forces are in eV/Å.



Record 8
Here is a single C4H7NO molecule in a non-equilibrium geometry from the Open Molecules 2025 dataset. Energies are from the ωB97M-V functional and the def2-TZVPD basis.

DFT total energy: -286.60227 Eh
LUMO level: 1.00 eV
SMILES string: NC(=O)C1CC1
Charge: 0
ΔE to the lowest compared entry with this formula, charge and spin: 77.1 kJ/mol
HOMO-LUMO gap: 10.788 eV
Spin multiplicity: 1

```
13
Properties=species:S:1:pos:R:3:forces:R:3
N -1.1060 1.7961 -0.8813 0.0 -0.1 -0.1
C -0.9100 0.5440 -0.3554 -0.2 -0.3 1.1
O -1.8474 -0.1772 -0.0703 -0.4 0.1 -0.4
C 0.4615 0.1044 0.0563 0.2 0.5 -0.3
C 0.8602 -1.3375 -0.1498 0.1 -0.1 -0.2
C 0.6172 -0.8464 1.2333 -0.1 0.1 0.1
H -0.4086 2.3628 -1.3286 0.3 -0.2 0.2
H -2.0613 2.0845 -1.0260 0.0 -0.3 0.0
H 1.2226 0.8619 -0.0465 0.3 0.0 -0.1
H 0.1040 -1.9903 -0.5750 0.1 0.2 0.0
H 1.8785 -1.5257 -0.4746 -0.1 0.0 0.1
H 1.4745 -0.6899 1.8854 -0.2 0.1 -0.2
H -0.2851 -1.1866 1.7326 0.1 0.2 -0.2
```
Forces are in eV/Å.